Entry from the Open Molecules 2025 dataset: a structure of composition C9H40AsF6N18O11 (ωB97M-V/def2-TZVPD).

Last column: Löwdin charge in e.
Element x y z (Å)
As  0.08  -0.11  0.09  0.857
F  1.02  -1.41  1.04  -0.349
F  0.24  -1.11  -1.32  -0.286
F  -0.66  1.20  -0.92  -0.318
F  -0.03  0.84  1.63  -0.318
F  1.68  0.63  -0.17  -0.318
F  -1.42  -0.94  0.35  -0.268
C  4.54  6.25  -1.39  -0.811
O  4.49  6.60  -0.24  0.040
N  4.97  5.08  -1.79  0.152
N  4.34  7.04  -2.39  0.160
H  5.03  4.32  -1.14  0.118
H  5.19  4.78  -2.73  0.106
H  4.10  8.01  -2.25  0.127
H  4.38  6.58  -3.29  0.109
C  -5.94  2.26  6.82  -0.855
O  -6.87  1.92  7.47  0.058
N  -4.90  2.92  7.25  0.156
N  -5.82  1.98  5.59  0.171
H  -5.15  3.49  8.04  0.116
H  -4.08  3.16  6.70  0.108
H  -6.39  1.30  5.11  0.130
H  -4.98  2.30  5.13  0.115
C  5.56  2.39  4.57  -0.787
O  6.24  3.04  5.36  0.021
N  5.88  2.02  3.37  0.160
N  4.36  1.96  4.87  0.148
H  6.86  1.91  3.14  0.120
H  5.19  1.46  2.90  0.110
H  4.11  2.23  5.81  0.114
H  3.65  1.60  4.25  0.115
C  -3.05  7.08  -0.53  -0.777
O  -3.79  7.96  -0.10  0.020
N  -1.82  6.86  -0.07  0.138
N  -3.24  6.15  -1.37  0.154
H  -1.30  6.07  -0.42  0.105
H  -1.51  7.46  0.68  0.116
H  -4.08  6.17  -1.94  0.125
H  -2.50  5.57  -1.75  0.118
C  -1.36  -3.79  -8.70  -0.825
O  -1.38  -3.98  -9.90  0.026
N  -1.01  -4.74  -7.90  0.167
N  -1.91  -2.75  -8.15  0.166
H  -0.40  -5.42  -8.32  0.120
H  -0.90  -4.66  -6.90  0.115
H  -2.51  -2.14  -8.69  0.121
H  -1.73  -2.52  -7.19  0.110
C  -0.14  -7.53  -2.61  -0.864
O  -1.26  -7.36  -3.08  0.039
N  0.72  -6.64  -2.51  0.158
N  0.40  -8.62  -2.26  0.164
H  1.70  -6.82  -2.34  0.121
H  0.25  -5.84  -2.09  0.138
H  1.39  -8.77  -2.13  0.121
H  -0.27  -9.38  -2.21  0.124
C  -5.67  1.33  -5.69  -0.881
O  -6.26  1.15  -6.69  0.082
N  -4.55  2.03  -5.57  0.158
N  -6.13  1.01  -4.58  0.170
H  -3.99  2.06  -4.74  0.107
H  -4.26  2.44  -6.45  0.111
H  -6.78  0.24  -4.61  0.129
H  -5.75  1.11  -3.64  0.125
C  0.60  -6.96  5.99  -0.796
O  1.72  -7.45  5.92  0.019
N  -0.39  -7.40  6.73  0.139
N  0.16  -5.95  5.36  0.168
H  -0.25  -8.20  7.34  0.115
H  -1.35  -7.09  6.66  0.105
H  -0.77  -5.65  5.61  0.115
H  0.65  -5.55  4.57  0.134
C  5.92  -2.00  -3.17  -0.793
O  6.97  -2.23  -3.72  0.045
N  4.85  -1.65  -3.85  0.138
N  5.53  -2.25  -1.95  0.158
H  4.99  -1.31  -4.79  0.111
H  3.92  -1.51  -3.46  0.108
H  6.32  -2.47  -1.36  0.117
H  4.71  -1.76  -1.62  0.114
O  -0.70  4.81  5.24  -0.058
H  0.11  4.71  5.73  0.027
H  -0.48  4.54  4.35  0.031
O  -1.52  -1.02  7.05  -0.054
H  -2.18  -0.64  7.63  0.025
H  -1.40  -0.37  6.36  0.028

- LUMO level: 1.42 eV
- HOMO-LUMO gap: 9.68 eV
- Net charge: -1
- Energy above the lowest of the compared OMol25 structures with the same formula, charge and spin: 778.3 kJ/mol